(1)
Entry from the OMol25 dataset: a cluster of 2 separate species, C4H14NO2 in total at a distorted geometry (ωB97M-V/def2-TZVPD).

Atoms and positions in Å:
O1 -2.078 0.990 -1.021
C1 -0.936 1.704 -1.500
C2 0.174 0.679 -1.623
N1 0.245 -0.065 -0.329
C3 1.229 -1.210 -0.371
C4 1.368 -1.833 0.986
H1 -2.845 1.227 -1.568
H2 -1.142 2.258 -2.413
H3 -0.643 2.416 -0.729
H4 -0.002 -0.061 -2.395
H5 1.152 1.119 -1.774
H6 -0.675 -0.404 -0.053
H7 0.624 0.527 0.409
H8 0.840 -1.892 -1.125
H9 2.156 -0.793 -0.774
H10 2.092 -1.328 1.626
H11 0.426 -1.818 1.550
H12 1.576 -2.899 0.977
H13 -1.620 1.100 3.188
H14 -0.879 -0.051 3.904
O2 -1.061 0.333 3.036

Calculated values
- HOMO (eV) = -14.927
- lowest unoccupied orbital energy (eV) = -2.781
- molecular weight (u) = 108.16
- total charge = +1
- energy above the lowest of the compared OMol25 structures with the same formula, charge and spin (kJ/mol) = 89.89
- total energy (a.u.) = -365.79648
- strongest force on any atom (Eh/bohr) = 0.025

Need the natural (NBO) charges? In units of e they are: number 1, O, carries -0.743; number 2, C, carries -0.088; number 3, C, carries -0.234; number 4, N, carries -0.493; number 5, C, carries -0.213; number 6, C, carries -0.661; number 7, H, carries 0.504; number 8, H, carries 0.218; number 9, H, carries 0.180; number 10, H, carries 0.228; number 11, H, carries 0.228; number 12, H, carries 0.461; number 13, H, carries 0.434; number 14, H, carries 0.223; number 15, H, carries 0.222; number 16, H, carries 0.236; number 17, H, carries 0.235; number 18, H, carries 0.261; number 19, H, carries 0.485; number 20, H, carries 0.487; number 21, O, carries -0.970

=====

(2)
Entry from the OMol25 dataset: a structure of composition C48H37IrN3OP2SbSe4 at a distorted geometry (ωB97M-V/def2-TZVPD).

Atoms and positions in Å:
Ir1 0.745 0.489 -0.900
O1 3.112 0.603 1.879
C1 4.310 0.874 1.116
C2 5.393 1.419 1.750
C3 6.572 1.492 1.074
C4 6.683 1.121 -0.280
C5 5.518 0.698 -0.950
C6 4.338 0.503 -0.254
P1 2.921 -0.163 -1.141
C7 3.154 -1.969 -0.905
C8 4.242 -2.466 -0.196
C9 4.296 -3.758 0.174
C10 3.279 -4.628 -0.154
C11 2.209 -4.173 -0.898
C12 2.161 -2.864 -1.333
C13 3.483 0.049 -2.840
C14 3.405 1.247 -3.507
C15 3.602 1.399 -4.882
C16 4.019 0.299 -5.604
C17 4.252 -0.944 -4.990
C18 4.032 -1.029 -3.580
C19 2.902 -0.720 2.293
C20 3.899 -1.406 3.013
C21 3.675 -2.728 3.343
C22 2.431 -3.306 3.124
C23 1.396 -2.596 2.492
C24 1.636 -1.284 2.083
P2 0.410 -0.228 1.287
C25 -0.122 0.886 2.679
C26 -0.446 2.214 2.486
C27 -0.904 2.982 3.550
C28 -0.948 2.421 4.822
C29 -0.584 1.132 5.045
C30 -0.182 0.342 3.963
C31 -1.106 -1.323 1.059
C32 -0.941 -2.447 0.225
C33 -2.061 -3.216 0.043
C34 -3.320 -2.911 0.657
C35 -3.381 -1.800 1.485
C36 -2.289 -1.022 1.698
H1 5.246 1.755 2.763
H2 7.434 1.952 1.554
H3 7.629 1.301 -0.734
H4 5.510 0.528 -2.006
H5 5.006 -1.866 0.359
H6 5.094 -4.005 0.807
H7 3.329 -5.649 0.101
H8 1.455 -4.862 -1.203
H9 1.342 -2.454 -1.879
H10 3.284 2.286 -3.084
H11 3.492 2.368 -5.346
H12 4.181 0.367 -6.631
H13 4.598 -1.777 -5.503
H14 4.111 -1.957 -2.992
H15 4.897 -0.976 3.290
H16 4.350 -3.227 3.968
H17 2.311 -4.312 3.347
H18 0.465 -3.099 2.301
H19 -0.556 2.689 1.498
H20 -1.291 4.007 3.340
H21 -1.324 3.074 5.635
H22 -0.603 0.640 6.052
H23 0.050 -0.707 4.044
H24 0.015 -2.837 -0.221
H25 -1.940 -4.044 -0.599
H26 -4.170 -3.523 0.463
H27 -4.270 -1.536 2.019
H28 -2.241 -0.224 2.475
Se1 0.432 3.457 -3.409
Sb1 1.418 3.171 -1.101
Se2 0.511 0.586 -3.590
Se3 3.590 4.414 -0.506
Se4 0.428 5.090 0.300
N1 -6.365 2.627 -0.706
C37 -7.731 2.285 -0.881
C38 -8.892 2.954 -0.383
C39 -10.066 2.286 -0.502
C40 -10.093 1.008 -1.087
C41 -8.971 0.337 -1.526
C42 -7.778 1.003 -1.404
N2 -6.499 0.467 -1.411
C43 -5.697 1.437 -1.116
C44 -4.217 1.282 -1.128
C45 -3.532 0.202 -1.733
C46 -2.191 0.051 -1.614
N3 -1.392 1.000 -1.035
C47 -2.028 2.100 -0.605
C48 -3.400 2.258 -0.601
H29 -5.968 3.535 -0.951
H30 -8.888 3.946 0.138
H31 -11.017 2.743 -0.311
H32 -11.120 0.637 -1.141
H33 -8.955 -0.671 -1.818
H34 -4.051 -0.577 -2.229
H35 -1.606 -0.794 -1.943
H36 -1.354 2.899 -0.294
H37 -3.763 3.167 -0.150

Calculated values
- HOMO (spin up / spin down) (eV) = -9.455 / -10.513
- lowest unoccupied orbital energy (spin up / spin down) (eV) = -2.811 / -4.829
- multiplicity = 6
- molecular weight (u) = 1363.61
- total charge = +1
- energy above the lowest of the compared OMol25 structures with the same formula, charge and spin (kJ/mol) = 0.00
- total energy (a.u.) = -12723.63712
- strongest force on any atom (Eh/bohr) = 0.076

Need the Löwdin charges? In units of e they are: number 1, Ir, carries 0.359; number 2, O, carries -0.054; number 3, C, carries -0.232; number 4, C, carries -0.030; number 5, C, carries -0.054; number 6, C, carries -0.020; number 7, C, carries -0.057; number 8, C, carries -0.295; number 9, P, carries 0.854; number 10, C, carries -0.340; number 11, C, carries -0.089; number 12, C, carries -0.082; number 13, C, carries -0.049; number 14, C, carries -0.071; number 15, C, carries -0.111; number 16, C, carries -0.478; number 17, C, carries -0.262; number 18, C, carries -0.085; number 19, C, carries -0.058; number 20, C, carries -0.015; number 21, C, carries -0.043; number 22, C, carries -0.260; number 23, C, carries 0.008; number 24, C, carries -0.067; number 25, C, carries -0.051; number 26, C, carries -0.046; number 27, C, carries -0.298; number 28, P, carries 0.975; number 29, C, carries -0.341; number 30, C, carries -0.118; number 31, C, carries -0.067; number 32, C, carries -0.090; number 33, C, carries -0.069; number 34, C, carries -0.078; number 35, C, carries -0.347; number 36, C, carries -0.130; number 37, C, carries -0.063; number 38, C, carries -0.024; number 39, C, carries -0.077; number 40, C, carries -0.093; number 41, H, carries 0.135; number 42, H, carries 0.119; number 43, H, carries 0.102; number 44, H, carries 0.097; number 45, H, carries 0.132; number 46, H, carries 0.103; number 47, H, carries 0.102; number 48, H, carries 0.108; number 49, H, carries 0.082; number 50, H, carries 0.059; number 51, H, carries 0.118; number 52, H, carries 0.091; number 53, H, carries 0.085; number 54, H, carries 0.102; number 55, H, carries 0.142; number 56, H, carries 0.100; number 57, H, carries 0.090; number 58, H, carries 0.105; number 59, H, carries 0.014; number 60, H, carries 0.121; number 61, H, carries 0.124; number 62, H, carries 0.132; number 63, H, carries 0.105; number 64, H, carries 0.094; number 65, H, carries 0.094; number 66, H, carries 0.101; number 67, H, carries 0.110; number 68, H, carries 0.121; number 69, Se, carries -0.027; number 70, Sb, carries 0.137; number 71, Se, carries 0.296; number 72, Se, carries 0.087; number 73, Se, carries 0.181; number 74, N, carries 0.154; number 75, C, carries -0.170; number 76, C, carries -0.017; number 77, C, carries -0.101; number 78, C, carries -0.073; number 79, C, carries -0.008; number 80, C, carries -0.242; number 81, N, carries 0.190; number 82, C, carries -0.259; number 83, C, carries -0.092; number 84, C, carries 0.024; number 85, C, carries -0.163; number 86, N, carries -0.138; number 87, C, carries -0.149; number 88, C, carries 0.013; number 89, H, carries 0.156; number 90, H, carries 0.127; number 91, H, carries 0.104; number 92, H, carries 0.109; number 93, H, carries 0.102; number 94, H, carries 0.116; number 95, H, carries 0.078; number 96, H, carries 0.007; number 97, H, carries 0.121

=====

(3)
Entry from the OMol25 dataset: a cluster of 3 separate species, C27H48N3O8S2 in total (ωB97M-V/def2-TZVPD).

Atoms and positions in Å:
C1 -4.278 4.820 -1.524
C2 -2.903 4.778 -2.201
O1 -2.798 3.736 -3.146
C3 -2.054 2.613 -2.678
C4 -2.406 1.455 -3.573
O2 -1.759 0.228 -3.244
N1 -0.818 0.313 -2.195
C5 0.485 0.132 -2.794
C6 0.668 -1.074 -3.735
C7 1.643 -0.781 -4.884
C8 3.068 -1.174 -4.494
N2 4.120 -0.526 -5.312
C9 4.384 0.808 -4.960
C10 5.252 1.002 -3.740
O3 3.958 1.755 -5.581
C11 -1.222 -0.464 -0.999
C12 -0.319 -1.673 -0.782
C13 -0.622 -2.440 0.516
C14 0.320 -2.091 1.636
C15 1.619 -2.596 1.630
C16 2.529 -2.268 2.622
C17 2.149 -1.414 3.651
C18 0.855 -0.917 3.682
C19 -0.051 -1.252 2.684
C20 -2.727 -0.918 -1.227
O4 -2.893 -2.115 -1.474
O5 -3.540 0.035 -1.157
N3 -1.126 0.398 0.203
C21 -0.016 1.326 0.256
C22 -2.255 0.705 0.982
C23 -2.716 2.138 1.087
O6 -2.834 -0.155 1.613
H1 -4.219 4.613 -0.457
H2 -4.743 5.800 -1.636
H3 -4.927 4.073 -1.975
H4 -2.120 4.692 -1.442
H5 -2.720 5.723 -2.719
H6 -0.984 2.844 -2.698
H7 -2.329 2.368 -1.654
H8 -2.154 1.704 -4.609
H9 -3.478 1.270 -3.492
H10 1.255 0.123 -2.024
H11 0.687 1.040 -3.378
H12 1.119 -1.882 -3.152
H13 -0.285 -1.453 -4.091
H14 1.361 -1.392 -5.744
H15 1.641 0.274 -5.158
H16 3.269 -0.904 -3.455
H17 3.212 -2.250 -4.581
H18 3.894 -0.563 -6.299
H19 5.772 0.094 -3.452
H20 5.967 1.790 -3.968
H21 4.631 1.362 -2.919
H22 0.724 -1.343 -0.702
H23 -0.377 -2.335 -1.639
H24 -0.468 -3.498 0.291
H25 -1.662 -2.313 0.804
H26 1.916 -3.252 0.824
H27 3.536 -2.666 2.574
H28 2.871 -1.142 4.411
H29 0.557 -0.246 4.477
H30 -1.058 -0.858 2.715
H31 0.920 0.766 0.338
H32 -0.086 1.912 1.172
H33 0.027 2.022 -0.586
H34 -3.660 2.205 0.552
H35 -2.011 2.863 0.692
H36 -2.878 2.365 2.139
C24 2.025 -5.756 4.152
S1 3.208 -6.029 2.828
O7 2.576 -5.536 1.582
C25 3.067 -7.823 2.816
H37 1.927 -4.678 4.278
H38 1.063 -6.183 3.868
H39 2.397 -6.209 5.071
H40 2.031 -8.104 2.627
H41 3.408 -8.219 3.773
H42 3.703 -8.198 2.016
C26 -1.061 4.377 6.133
S2 -1.837 3.345 4.880
O8 -2.007 4.206 3.684
C27 -3.441 3.243 5.679
H43 -0.050 4.595 5.795
H44 -1.626 5.302 6.240
H45 -1.023 3.835 7.079
H46 -3.844 4.247 5.811
H47 -3.337 2.737 6.639
H48 -4.091 2.663 5.027

Calculated values
- HOMO (eV) = -4.769
- lowest unoccupied orbital energy (eV) = 2.056
- molecular weight (u) = 606.83
- total charge = -1
- total energy (a.u.) = -2620.09146
- strongest force on any atom (Eh/bohr) = 0.014

Need the Löwdin charges? In units of e they are: number 1, C, carries -0.065; number 2, C, carries -0.276; number 3, O, carries -0.152; number 4, C, carries -0.199; number 5, C, carries -0.145; number 6, O, carries -0.114; number 7, N, carries -0.079; number 8, C, carries -0.169; number 9, C, carries -0.169; number 10, C, carries -0.181; number 11, C, carries -0.198; number 12, N, carries 0.017; number 13, C, carries -0.540; number 14, C, carries -0.011; number 15, O, carries 0.071; number 16, C, carries -0.281; number 17, C, carries -0.113; number 18, C, carries -0.113; number 19, C, carries -0.209; number 20, C, carries -0.062; number 21, C, carries -0.119; number 22, C, carries -0.125; number 23, C, carries -0.095; number 24, C, carries -0.031; number 25, C, carries -0.630; number 26, O, carries 0.008; number 27, O, carries -0.018; number 28, N, carries -0.023; number 29, C, carries -0.056; number 30, C, carries -0.486; number 31, C, carries -0.001; number 32, O, carries 0.062; number 33, H, carries 0.057; number 34, H, carries 0.059; number 35, H, carries 0.080; number 36, H, carries 0.108; number 37, H, carries 0.107; number 38, H, carries 0.120; number 39, H, carries 0.103; number 40, H, carries 0.122; number 41, H, carries 0.125; number 42, H, carries 0.108; number 43, H, carries 0.117; number 44, H, carries 0.097; number 45, H, carries 0.117; number 46, H, carries 0.109; number 47, H, carries 0.104; number 48, H, carries 0.116; number 49, H, carries 0.115; number 50, H, carries 0.120; number 51, H, carries 0.075; number 52, H, carries 0.081; number 53, H, carries 0.085; number 54, H, carries 0.101; number 55, H, carries 0.108; number 56, H, carries 0.119; number 57, H, carries 0.111; number 58, H, carries 0.100; number 59, H, carries 0.094; number 60, H, carries 0.087; number 61, H, carries 0.090; number 62, H, carries 0.093; number 63, H, carries 0.085; number 64, H, carries 0.088; number 65, H, carries 0.076; number 66, H, carries 0.087; number 67, H, carries 0.062; number 68, H, carries 0.052; number 69, C, carries -0.261; number 70, S, carries 0.791; number 71, O, carries -0.538; number 72, C, carries -0.279; number 73, H, carries 0.040; number 74, H, carries 0.062; number 75, H, carries 0.050; number 76, H, carries 0.057; number 77, H, carries 0.048; number 78, H, carries 0.045; number 79, C, carries -0.278; number 80, S, carries 0.794; number 81, O, carries -0.546; number 82, C, carries -0.269; number 83, H, carries 0.047; number 84, H, carries 0.054; number 85, H, carries 0.049; number 86, H, carries 0.056; number 87, H, carries 0.051; number 88, H, carries 0.052